{
  "formula": "C23H38N8O3S3SiZn",
  "method": "ωB97M-V/def2-TZVPD",
  "lumo_ev": 4.17,
  "homo_lumo_gap_ev": 6.18,
  "e_homo_ev": -2.00,
  "relative_energy_ev": 0.000,
  "energy_ha": -4826.6531,
  "total_charge": -2,
  "largest_force_ev_per_a": 3.158,
  "symbols": ["Zn", "S", "C", "C", "N", "C", "S", "C", "N", "C", "C", "C", "C", "C", "C", "N", "H", "H", "H", "H", "H", "H", "H", "H", "C", "C", "C", "C", "O", "Si", "S", "O", "C", "C", "C", "C", "O", "C", "C", "C", "C", "H", "H", "H", "H", "H", "H", "H", "H", "H", "H", "H", "H", "H", "H", "H", "H", "H", "H", "H", "H", "H", "H", "H", "H", "H", "H", "H", "N", "N", "N", "C", "N", "N", "H", "H", "H"],
  "xyz": [[12.0511, 13.4452, 10.1480], [14.4485, 13.7449, 10.0643], [14.5912, 13.6870, 11.8054], [15.7746, 14.3408, 12.3586], [16.7229, 14.8615, 12.7670], [13.6282, 13.2307, 12.7475], [12.1258, 12.4577, 12.2984], [13.8982, 13.3197, 14.1735], [14.1840, 13.3623, 15.2708], [10.5414, 15.9675, 11.7713], [10.5658, 16.0984, 10.2964], [10.1598, 17.1370, 9.5025], [10.2557, 16.7139, 8.1657], [10.7900, 15.4198, 8.1990], [11.1084, 14.5226, 7.0418], [10.9433, 15.0507, 9.5029], [10.2165, 16.9380, 12.1869], [11.5472, 15.7007, 12.1780], [9.9057, 15.1535, 12.1262], [9.8671, 18.0988, 9.8967], [10.1576, 17.2949, 7.2660], [10.9093, 15.0089, 6.0419], [10.4672, 13.6297, 6.9934], [12.0972, 14.0961, 7.0494], [11.0319, 8.9730, 13.0380], [10.1713, 8.8051, 11.7567], [9.7307, 7.3500, 11.6152], [9.0378, 9.8133, 11.6631], [11.1294, 8.9684, 10.7032], [11.1742, 9.6558, 9.2004], [10.8586, 11.6681, 8.9836], [12.5692, 9.1835, 8.4414], [13.8149, 8.7225, 8.9579], [13.5862, 7.3269, 9.5254], [14.7569, 8.7287, 7.7569], [14.2529, 9.6776, 10.0819], [9.9784, 8.7857, 8.4518], [9.6662, 8.5044, 7.0802], [10.1585, 9.6279, 6.1687], [10.3328, 7.1802, 6.7824], [8.1346, 8.3944, 7.1022], [10.5033, 8.6822, 13.9416], [11.3470, 10.0123, 13.1612], [11.9231, 8.3605, 12.9692], [9.0867, 7.0655, 12.4202], [10.6375, 6.7348, 11.6143], [9.1755, 7.2589, 10.6995], [8.4232, 9.6294, 12.5179], [8.4472, 9.6323, 10.7886], [9.4690, 10.8209, 11.5786], [13.1689, 6.7087, 8.7250], [12.8423, 7.3998, 10.3341], [14.4869, 6.8538, 9.8894], [14.2945, 8.3339, 6.8455], [15.6359, 8.1536, 7.9421], [15.0348, 9.7697, 7.5461], [13.5356, 9.5882, 10.8609], [14.3114, 10.7002, 9.7650], [15.1772, 9.3892, 10.5568], [11.2484, 9.5979, 6.2196], [9.7351, 10.5588, 6.5319], [9.8449, 9.3979, 5.1413], [11.4100, 7.3205, 6.7864], [10.0653, 6.8132, 5.8032], [10.0710, 6.4331, 7.5620], [7.7190, 9.3601, 7.1750], [7.8500, 7.7733, 7.9461], [7.8044, 7.9656, 6.1540], [7.5614, 11.6162, 8.6507], [7.3142, 12.9208, 9.0182], [7.9917, 13.9218, 8.5873], [7.5508, 14.9131, 9.3562], [6.6820, 14.4583, 10.2731], [6.5300, 13.2012, 10.0639], [7.0053, 11.0624, 9.3130], [8.5432, 11.4170, 8.8148], [7.9606, 15.9010, 9.2911]],
  "forces_ev_per_angstrom": [[-0.3, -0.1, -0.2], [-0.5, -0.2, 0.4], [-0.9, 0.1, 2.1], [-0.2, -0.3, -0.2], [-0.3, -0.2, -0.2], [1.3, 0.3, -1.2], [0.2, 0.6, 0.0], [-0.1, -0.1, -3.2], [0.3, 0.1, 2.3], [0.8, 0.2, 0.6], [0.0, -0.8, -0.3], [-0.3, 0.7, 0.5], [0.9, -0.7, -0.6], [-0.5, 0.7, -0.1], [-1.1, -0.1, -1.1], [0.7, -0.9, 0.2], [0.1, -0.5, 0.1], [-0.5, 0.4, -0.2], [-0.3, 0.1, -0.1], [-0.2, 0.1, -0.1], [-0.3, 0.1, -0.1], [0.5, -0.1, 1.1], [-0.1, 0.2, 0.4], [0.7, 0.2, 0.1], [-0.6, 0.4, -0.2], [1.5, -0.3, 0.0], [0.3, 0.6, 0.1], [1.2, -0.2, -0.1], [0.3, 0.6, -0.4], [0.0, -0.5, 0.1], [-0.2, 0.2, -0.1], [-0.2, 0.0, 0.2], [-0.1, 0.4, 0.2], [-0.6, 0.0, -0.2], [-0.4, 0.8, -0.2], [0.2, -0.8, -0.5], [-0.1, 0.3, -0.1], [-0.4, 0.3, 1.2], [-0.2, -1.1, 0.0], [0.1, -0.4, 0.3], [1.1, -1.0, -0.9], [-0.3, -0.1, 0.1], [0.0, -0.1, -0.1], [0.2, -0.2, -0.2], [-0.4, -0.3, 0.7], [-0.3, -0.1, -0.1], [-0.1, -0.3, -0.6], [-0.6, 0.5, 0.7], [-0.3, -0.2, -0.7], [-0.4, -0.2, 0.4], [0.0, -0.1, 0.1], [0.3, -0.1, -0.3], [0.4, 0.0, 0.2], [-0.2, -0.1, 0.3], [0.8, -0.4, 0.3], [0.0, -0.2, 0.0], [-0.9, 0.2, 0.7], [0.0, 0.6, -0.3], [0.7, -0.2, -0.1], [0.0, 0.5, -0.1], [0.2, 0.2, -0.2], [0.0, 0.3, 0.1], [0.2, 0.0, 0.2], [-0.3, -0.3, -0.4], [0.1, 0.4, -0.5], [-0.6, 1.2, 0.3], [-0.2, -0.1, 0.0], [-0.2, -0.2, 0.0], [-1.2, -0.7, -0.2], [-0.3, -0.4, 1.6], [0.2, 0.6, -0.9], [0.4, -0.4, 0.2], [-0.4, 1.4, 0.1], [0.2, -1.2, -0.6], [0.3, 0.2, -0.4], [0.7, 0.1, 0.1], [0.0, 0.2, 0.0]]
}

{
  "formula": "C23H39AlBrCaClFN5O9P",
  "method": "ωB97M-V/def2-TZVPD",
  "lumo_ev": -6.97,
  "homo_lumo_gap_ev": 1.34,
  "e_homo_ev": -8.31,
  "energy_ha": -6245.3810,
  "total_charge": 1,
  "largest_force_ev_per_a": 6.647,
  "symbols": ["C", "P", "O", "C", "C", "N", "C", "C", "N", "C", "C", "F", "C", "C", "O", "Cl", "H", "H", "H", "H", "H", "H", "H", "H", "H", "H", "H", "C", "C", "O", "N", "C", "H", "H", "H", "H", "H", "H", "H", "O", "H", "Al", "Br", "O", "H", "C", "C", "O", "N", "C", "H", "H", "H", "H", "H", "H", "H", "C", "C", "O", "O", "H", "H", "H", "Ca", "N", "C", "C", "C", "C", "C", "H", "H", "H", "H", "H", "C", "O", "H", "H", "H", "H"],
  "xyz": [[-0.4276, -3.7083, 1.1708], [0.4350, -2.4132, 2.1587], [-0.7949, -1.6750, 3.0509], [1.1339, -1.0239, 1.0840], [2.6636, -0.9885, 1.3323], [3.7465, -0.7451, 1.2041], [0.7981, -1.0515, -0.4549], [-0.6912, -1.0716, -0.7425], [-1.8024, -1.1239, -0.7639], [1.6057, -2.2167, -1.1436], [0.9844, -2.8931, -2.3755], [-0.0246, -3.8294, -2.0631], [1.3488, 0.2906, -1.1295], [0.3154, 1.4226, -0.9308], [0.0859, 1.9631, 0.0729], [-0.6365, 1.9256, -2.3766], [0.2443, -4.2176, 0.4726], [-0.7839, -4.4807, 1.8864], [-1.3466, -3.3326, 0.6651], [-1.6588, -1.8463, 2.6404], [0.7429, -0.0735, 1.5136], [1.9053, -3.0373, -0.4433], [2.5443, -1.7476, -1.5154], [0.6970, -2.1684, -3.1612], [1.7870, -3.5173, -2.8290], [2.3188, 0.6111, -0.7130], [1.3907, 0.0833, -2.2178], [1.4518, 0.5545, -6.1949], [1.9965, -0.6908, -5.5498], [1.7075, -1.0066, -4.3919], [2.8220, -1.4703, -6.2751], [3.2775, -1.2722, -7.6406], [0.8071, 1.0710, -5.4876], [2.2674, 1.2234, -6.4719], [0.8622, 0.2963, -7.0752], [3.1461, -2.2855, -5.7772], [2.9721, -2.1322, -8.2376], [4.3664, -1.2124, -7.6391], [2.8684, -0.3676, -8.0778], [5.4472, 1.7910, 2.7606], [4.6574, 1.4147, 2.3626], [2.4612, -4.9140, 0.0303], [-0.1154, -5.7484, -1.0359], [1.8838, -7.4265, -1.4200], [1.0630, -7.7828, -1.7799], [-4.5933, 4.1254, 2.8025], [-4.9096, 2.8568, 2.0254], [-6.0452, 2.5291, 1.7868], [-3.8751, 2.0974, 1.5922], [-2.4512, 2.3062, 1.7674], [-5.5238, 4.6267, 3.0700], [-4.0522, 3.8764, 3.7310], [-3.9981, 4.8067, 2.1764], [-4.1737, 1.2820, 1.0756], [-1.9877, 2.3834, 0.7861], [-2.0383, 1.4422, 2.2874], [-2.2310, 3.2091, 2.3405], [-5.4411, 3.9940, -1.3882], [-5.3557, 4.9617, -2.5647], [-4.2128, 5.1484, -3.0414], [-6.4329, 5.4667, -2.9256], [-4.4524, 3.5958, -1.1323], [-5.8456, 4.5132, -0.5150], [-6.0959, 3.1576, -1.6364], [-2.6475, 5.6786, 3.7201], [-1.2213, 2.2029, 5.5382], [-0.9627, 2.5154, 6.8150], [-0.7278, 1.5795, 7.8048], [-0.7648, 0.2391, 7.4600], [-1.0315, -0.1101, 6.1470], [-1.2499, 0.9034, 5.2299], [-0.9460, 3.5767, 7.0398], [-0.5213, 1.8912, 8.8194], [-0.5870, -0.5249, 8.2062], [-1.0682, -1.1450, 5.8399], [-1.4574, 0.6767, 4.1933], [6.3209, -2.1652, -1.1944], [5.2332, -2.6989, -0.4411], [6.5602, -2.8591, -1.9977], [6.0403, -1.2002, -1.6230], [7.1943, -2.0436, -0.5518], [5.0285, -2.0717, 0.2658]],
  "forces_ev_per_angstrom": [[-1.2, 1.0, 0.5], [0.5, -0.4, 1.9], [0.2, -0.5, -1.3], [-0.1, 0.1, 0.1], [-6.6, -0.3, -1.0], [4.3, 0.5, 0.0], [1.0, 0.7, -0.6], [6.3, -0.5, 1.4], [-5.0, -0.1, -0.3], [-0.5, 0.2, -0.7], [1.4, 0.0, -0.5], [-0.5, 3.9, -1.3], [-1.3, -0.1, -0.8], [0.6, -0.9, -2.3], [-0.1, 0.9, 2.4], [0.5, -0.4, 0.3], [-0.5, 0.7, 0.5], [0.5, 0.5, -0.2], [0.7, -0.3, -0.1], [0.1, 0.2, 0.1], [0.2, -0.6, -0.1], [-0.4, 1.3, -0.2], [-0.4, -0.6, 0.4], [-0.4, -0.6, 0.6], [-0.4, 0.4, 0.2], [-0.4, -0.3, -0.2], [0.4, 0.2, 0.5], [-0.1, 0.0, 0.2], [0.0, -0.1, 0.0], [0.1, 0.2, 0.0], [-0.3, 0.3, 0.2], [0.2, -0.4, 0.2], [0.0, -0.1, 0.0], [-0.1, 0.0, -0.1], [0.1, 0.1, -0.1], [0.0, 0.0, -0.1], [0.0, 0.1, -0.2], [0.0, 0.1, -0.2], [0.0, 0.0, 0.1], [0.1, 0.1, 0.1], [-0.2, -0.2, -0.1], [0.4, -1.6, -0.1], [2.0, -4.6, 0.5], [-1.4, 1.7, 0.9], [0.1, -0.7, -0.4], [0.0, 0.5, 0.4], [-0.1, -1.3, -0.9], [-0.3, 0.6, 0.5], [0.1, 0.6, 0.6], [-0.4, -0.6, -0.6], [0.0, -0.1, -0.1], [-0.1, -0.4, 0.1], [-0.2, -0.1, -0.6], [0.0, 0.1, -0.1], [0.2, 0.2, 0.2], [0.3, 0.2, 0.1], [0.0, 0.0, 0.1], [0.2, -0.2, 0.3], [0.1, -0.6, 0.6], [-0.1, 0.4, -0.3], [0.3, 0.3, -0.3], [0.0, 0.0, -0.1], [-0.2, -0.1, -0.1], [-0.1, 0.1, 0.1], [0.5, -0.1, 0.2], [-0.2, 0.2, 0.2], [-0.1, 0.1, -0.3], [0.0, 0.0, 0.0], [0.0, -0.1, 0.1], [0.0, 0.0, 0.1], [-0.1, 0.2, -0.2], [0.1, 0.0, 0.1], [0.0, 0.0, 0.0], [0.0, 0.0, 0.0], [0.0, 0.0, -0.1], [0.0, -0.2, 0.0], [-0.1, 0.1, 0.2], [-0.3, -0.2, 0.0], [-0.1, 0.0, 0.1], [0.2, 0.0, -0.1], [0.1, 0.1, -0.1], [0.1, 0.0, -0.1]]
}

{
  "formula": "C23H39Br10ClF3NO5S",
  "method": "ωB97M-V/def2-TZVPD",
  "lumo_ev": 0.05,
  "homo_lumo_gap_ev": 9.79,
  "e_homo_ev": -9.73,
  "smiles": "CC(C)=N[C@@]1(Cl)OS(=O)(=O)O[C@@]1(CC[C@@](F)(Br)C(F)(F)Br)OC[C@H](C)C(C)C.BrCCBr.BrCCBr.BrCCBr.BrCCBr",
  "energy_ha": -28228.8579,
  "largest_force_ev_per_a": 1.397,
  "symbols": ["C", "C", "C", "N", "C", "Cl", "O", "S", "O", "O", "O", "C", "C", "C", "C", "F", "Br", "C", "F", "F", "Br", "O", "C", "C", "C", "C", "C", "C", "H", "H", "H", "H", "H", "H", "H", "H", "H", "H", "H", "H", "H", "H", "H", "H", "H", "H", "H", "H", "H", "H", "H", "Br", "C", "C", "Br", "H", "H", "H", "H", "Br", "C", "C", "Br", "H", "H", "H", "H", "Br", "C", "C", "Br", "H", "H", "H", "H", "Br", "C", "C", "Br", "H", "H", "H", "H"],
  "xyz": [[3.2000, 0.7278, 0.0000], [2.8808, -0.6597, 0.5044], [2.9896, -0.8825, 1.9800], [2.6034, -1.6656, -0.2209], [1.8453, -1.6828, -1.3620], [2.5121, -0.8082, -2.8244], [1.7599, -3.0695, -1.8076], [0.4131, -3.3802, -2.5765], [0.6252, -3.5233, -3.9638], [-0.3040, -4.3641, -1.8563], [-0.2365, -1.9259, -2.3485], [0.3191, -1.3547, -1.1619], [-0.1349, 0.0927, -1.0398], [0.0209, 0.9586, -2.2861], [-0.8616, 2.1860, -2.3387], [-0.4040, 2.9830, -3.3508], [-2.7023, 1.6992, -2.7589], [-0.9030, 3.0990, -1.0915], [-1.7048, 2.6197, -0.1336], [-1.4046, 4.2889, -1.4669], [0.8372, 3.4261, -0.3279], [-0.0042, -2.0629, -0.0184], [-1.3948, -2.3160, 0.2334], [-1.8969, -1.5513, 1.4480], [-1.0583, -1.8411, 2.6968], [-3.3980, -1.8049, 1.7004], [-4.2815, -0.8386, 0.9110], [-3.8396, -3.2480, 1.4308], [4.0320, 0.6342, -0.7065], [2.3739, 1.2083, -0.5222], [3.5462, 1.3534, 0.8211], [3.8518, -0.3673, 2.4061], [2.0753, -0.4866, 2.4318], [3.0789, -1.9449, 2.1958], [0.3800, 0.5306, -0.1833], [-1.1963, 0.0379, -0.7868], [1.0425, 1.3311, -2.3862], [-0.1779, 0.3803, -3.1879], [-2.0014, -2.0977, -0.6500], [-1.4771, -3.3898, 0.3977], [-1.8027, -0.4793, 1.2384], [-1.4279, -2.7170, 3.2333], [-1.1196, -0.9901, 3.3801], [-0.0034, -1.9719, 2.4501], [-3.5913, -1.6154, 2.7623], [-5.3134, -0.9149, 1.2657], [-4.3099, -1.0962, -0.1521], [-3.9793, 0.2000, 1.0428], [-4.8073, -3.4476, 1.8908], [-3.9186, -3.4311, 0.3554], [-3.1177, -3.9705, 1.8174], [-4.8861, 3.2010, 1.2851], [-4.6306, 4.2933, -0.3015], [-5.5127, 5.5129, -0.2981], [-7.3641, 5.0798, -0.6980], [-4.8183, 3.6499, -1.1552], [-3.5847, 4.5869, -0.2914], [-5.1959, 6.2047, -1.0752], [-5.5118, 6.0155, 0.6638], [6.8595, -0.6765, 1.2925], [7.9251, -0.2718, -0.2849], [7.1290, 0.5011, -1.3031], [5.8438, -0.6290, -2.2198], [8.2768, -1.2218, -0.6737], [8.7678, 0.3169, 0.0696], [7.7804, 0.9065, -2.0739], [6.5650, 1.3075, -0.8431], [4.0982, 6.8653, -3.3215], [3.0841, 5.8509, -4.6323], [2.1298, 4.8852, -3.9825], [3.0476, 3.3408, -3.2470], [3.8080, 5.3477, -5.2651], [2.5337, 6.5857, -5.2151], [1.4301, 4.4890, -4.7148], [1.5798, 5.3379, -3.1625], [-3.3951, -3.5914, 5.7071], [-2.7372, -5.3963, 6.0065], [-1.4082, -5.6230, 5.3346], [-1.6038, -5.8003, 3.4123], [-3.5023, -6.0706, 5.6355], [-2.6417, -5.5046, 7.0844], [-0.9590, -6.5513, 5.6796], [-0.7214, -4.7993, 5.5033]],
  "forces_ev_per_angstrom": [[0.1, -0.1, 0.0], [0.6, 0.2, -0.3], [0.7, -0.2, -0.1], [-1.2, -0.1, 0.7], [0.3, -0.6, -0.7], [0.0, 0.1, 0.1], [0.3, 0.2, 0.1], [-0.1, 0.2, 0.0], [0.1, 0.0, -0.3], [-0.1, -0.2, 0.1], [-0.3, -0.2, 0.2], [0.4, 0.2, 0.3], [-0.2, 0.0, -0.4], [0.3, 0.1, 0.0], [0.0, -0.1, 0.0], [0.0, 0.0, -0.1], [0.0, 0.0, 0.0], [-0.2, 0.3, 0.0], [0.1, -0.2, 0.0], [-0.1, 0.1, 0.0], [0.0, 0.1, 0.1], [-0.2, 0.1, -0.1], [-0.3, -0.1, 0.1], [0.0, 0.2, 0.2], [0.0, 0.2, 0.0], [-0.3, 0.0, 0.0], [-0.3, -0.2, 0.1], [0.3, 0.0, -0.1], [-0.2, 0.0, 0.0], [0.1, 0.0, 0.0], [-0.2, 0.1, 0.0], [-0.1, 0.1, 0.0], [0.0, 0.0, 0.0], [-0.2, 0.0, 0.0], [-0.1, -0.1, 0.0], [0.0, 0.0, 0.1], [-0.1, 0.0, 0.1], [-0.1, 0.0, 0.0], [0.1, 0.1, 0.0], [0.1, 0.0, 0.0], [0.1, 0.0, -0.1], [0.1, -0.1, -0.1], [-0.1, -0.1, 0.1], [0.0, -0.1, 0.0], [0.2, 0.1, 0.0], [0.0, 0.0, 0.0], [0.2, 0.1, 0.0], [0.1, 0.0, -0.1], [0.0, 0.0, 0.0], [-0.1, 0.0, 0.0], [-0.2, 0.0, 0.1], [0.0, 0.0, 0.0], [0.0, 0.0, 0.1], [-0.1, 0.0, -0.1], [0.0, 0.0, 0.0], [0.0, 0.0, 0.0], [0.0, 0.0, 0.0], [0.0, 0.0, 0.0], [0.0, 0.0, 0.0], [0.0, 0.0, 0.0], [0.0, 0.0, 0.1], [0.0, -0.1, -0.1], [0.2, 0.0, 0.0], [0.0, 0.0, 0.0], [0.0, 0.0, 0.0], [0.0, 0.0, 0.0], [0.0, 0.0, 0.0], [0.0, 0.0, 0.0], [0.0, 0.1, 0.0], [-0.1, -0.1, 0.0], [0.2, -0.1, -0.1], [0.0, 0.0, 0.0], [0.0, 0.0, 0.0], [0.0, 0.0, 0.0], [0.0, 0.0, 0.0], [0.0, 0.0, 0.0], [0.0, 0.1, 0.0], [0.0, 0.0, -0.1], [0.1, -0.1, 0.0], [0.0, 0.0, 0.0], [0.0, 0.0, 0.0], [0.0, 0.0, 0.0], [0.0, 0.0, 0.0]]
}